Entry from OMol25: a gas-phase ion, C8H12F2N3O3 (charge -1) (ωB97M-V with the def2-TZVPD basis set).

The geometry in ORCA input format:
```
! wB97M-V def2-TZVPD RIJCOSX def2/J DEFGRID3
* xyz -1 1
C 0.17 4.20 -0.70
C -0.92 3.18 -0.45
O -1.51 3.12 0.59
N -1.20 2.27 -1.52
C -0.26 1.11 -1.52
C -0.96 -0.25 -1.63
C -0.21 -1.33 -0.84
C -0.80 -1.63 0.56
N -0.32 -2.86 1.14
N 0.63 -2.50 2.25
C 0.80 -3.58 3.08
O 0.03 -4.02 3.87
F 2.04 -4.16 2.99
C 1.76 -1.94 1.65
O 2.05 -0.78 1.66
F 2.51 -2.79 0.89
H 0.34 4.78 0.20
H 1.08 3.68 -1.00
H -0.12 4.86 -1.52
H -1.07 2.79 -2.38
H 0.31 1.12 -0.58
H 0.46 1.23 -2.34
H -0.95 -0.55 -2.68
H -1.99 -0.14 -1.30
H 0.84 -1.04 -0.70
H -0.18 -2.29 -1.36
H -1.90 -1.70 0.43
H -0.64 -0.76 1.22
*
```

The calculation puts the HOMO energy at -0.1049 hartree. As for the HOMO-LUMO gap: 5.67 eV. As for the SMILES: CC(=O)NCCCC[N-]N(C(=O)F)C(=O)F.

Entry from OMol25: 3 unconnected molecules or ions with the total composition C8H12F3O3P (ωB97M-V with the def2-TZVPD basis set).

The geometry in ORCA input format:
```
! wB97M-V def2-TZVPD RIJCOSX def2/J DEFGRID3
* xyz -2 1
C -1.61 1.88 2.36
C -1.21 0.87 1.60
C 0.76 -0.89 -2.69
C 0.14 0.11 -1.69
C 0.28 -0.16 -0.19
C 0.87 -0.61 2.79
C 0.06 0.90 0.88
C 0.36 -1.87 2.87
O 0.27 2.22 0.20
O 1.26 2.72 2.61
O 2.85 1.96 0.69
F 0.79 -2.81 1.97
F -0.97 -2.07 2.97
F 1.08 -2.91 4.57
P 1.50 2.05 1.32
H -2.66 1.95 2.86
H -0.79 2.64 2.47
H -1.87 -0.01 1.44
H 0.33 -1.91 -2.49
H 1.81 -0.84 -2.80
H 0.22 -0.59 -3.65
H 0.36 1.21 -1.86
H -0.96 0.12 -1.99
H 1.38 -0.43 0.00
H -0.30 -1.01 0.07
H 1.78 -0.24 2.37
H 0.33 0.21 3.40
*
```

The calculation puts the HOMO energy at -0.0192 hartree. As for the HOMO-LUMO gap: 6.07 eV.

Entry from OMol25: C8H12FN in the gas phase (ωB97M-V with the def2-TZVPD basis set).

The geometry in ORCA input format:
```
! wB97M-V def2-TZVPD RIJCOSX def2/J DEFGRID3
* xyz 0 1
C 1.24 1.21 -1.77
C 0.25 0.61 -0.75
C -0.64 -0.58 -1.16
C -1.89 -0.78 -0.35
C -1.77 -0.71 1.15
C -0.66 -0.71 1.88
N 0.69 -0.68 1.54
C 1.50 0.53 1.87
C 1.11 0.03 0.40
F 2.25 -0.65 -0.19
H 1.98 0.51 -2.27
H 1.74 2.05 -1.50
H 0.75 1.54 -2.68
H -0.50 1.42 -0.48
H -0.07 -1.49 -1.32
H -0.85 -0.46 -2.18
H -2.30 -1.89 -0.60
H -2.66 -0.10 -0.72
H -2.79 -0.90 1.62
H -0.76 -0.53 2.93
H 2.49 0.34 2.19
H 0.90 1.23 2.37
*
```

The calculation puts the HOMO energy at -0.3074 hartree. As for the HOMO-LUMO gap: 9.38 eV. As for the SMILES: C[C@H]1CCC=CN2C[C@]12F.

Entry from OMol25: 3 unconnected molecules or ions with the total composition C8H12FNO2S (ωB97M-V with the def2-TZVPD basis set).

The geometry in ORCA input format:
```
! wB97M-V def2-TZVPD RIJCOSX def2/J DEFGRID3
* xyz 0 1
H -1.25 -1.20 0.42
N -1.23 -0.29 -0.02
C -0.17 -0.15 -0.69
C 0.74 -1.26 -1.03
C 2.07 -0.80 -0.50
S 3.44 -1.90 -0.24
C 3.39 -1.96 1.51
H 0.12 0.78 -1.03
H 0.36 -2.15 -0.44
H 0.96 -1.40 -2.05
H 1.90 -0.33 0.43
H 2.40 -0.06 -1.26
H 3.35 -1.06 2.06
H 4.20 -2.76 1.80
H 2.48 -2.48 1.68
C -4.04 -0.12 2.04
C -3.89 -0.59 0.93
C -3.72 -1.31 -0.29
F -3.11 -2.57 -0.01
H -3.93 0.48 2.85
H -4.73 -1.77 -0.48
H -3.31 -0.74 -1.06
O 2.15 8.09 -0.82
C 1.33 7.85 -1.50
O 0.48 7.70 -2.30
*
```

The calculation puts the HOMO energy at -0.3155 hartree. As for the HOMO-LUMO gap: 9.00 eV. As for the SMILES: [H]/N=C\CCSC.C#CCF.O=C=O.

Entry from OMol25: a molecular structure, C8H12FO4 (ωB97M-V with the def2-TZVPD basis set).

The geometry in ORCA input format:
```
! wB97M-V def2-TZVPD RIJCOSX def2/J DEFGRID3
* xyz -1 1
F 1.49 0.83 1.19
O 0.29 1.96 2.59
C 0.07 0.97 3.25
O -0.30 0.98 4.57
C -0.33 -0.41 5.08
C -0.44 -1.26 3.80
C 0.37 -0.47 2.77
H -1.09 -0.53 5.85
H 0.59 -0.61 5.63
H -1.42 -1.39 3.35
H -0.09 -2.27 4.05
H 0.05 -0.41 1.74
H 1.46 -0.53 2.78
O 5.14 -3.43 1.34
C 4.05 -2.90 1.70
O 3.81 -1.58 1.92
C 2.47 -1.23 2.20
C 1.69 -2.39 1.63
C 2.72 -3.53 1.54
H 2.21 -0.26 1.78
H 2.24 -1.09 3.26
H 1.29 -2.28 0.62
H 0.83 -2.64 2.25
H 2.61 -3.86 0.50
H 2.46 -4.36 2.19
*
```

The calculation puts the HOMO energy at -0.1490 hartree. As for the HOMO-LUMO gap: 7.25 eV.

Entry from OMol25: 3 unconnected molecules or ions with the total composition C8H12FO6 (ωB97M-V with the def2-TZVPD basis set).

The geometry in ORCA input format:
```
! wB97M-V def2-TZVPD RIJCOSX def2/J DEFGRID3
* xyz -1 1
F -0.79 -0.31 -1.17
C 2.22 1.06 -2.67
C 1.94 2.37 -1.88
C 1.28 2.07 -0.47
O 2.20 2.56 0.44
C 3.24 3.05 -0.18
O 4.20 3.55 0.38
O 3.20 2.93 -1.50
H 2.43 0.14 -2.01
H 2.73 1.35 -3.61
H 1.32 0.87 -3.02
H 1.44 2.93 -2.38
H 1.07 0.97 -0.39
H 0.25 2.60 -0.26
C -2.61 -0.52 1.51
C -2.41 -1.85 0.91
C -1.00 -2.30 1.23
O -1.13 -3.43 2.15
C -2.44 -3.78 2.10
O -2.85 -4.71 2.72
O -3.19 -2.92 1.49
H -1.70 0.13 1.15
H -2.76 -0.56 2.56
H -3.58 -0.21 1.18
H -2.49 -1.93 -0.20
H -0.15 -1.54 1.62
H -0.41 -2.52 0.29
*
```

The calculation puts the HOMO energy at -0.1967 hartree. As for the HOMO-LUMO gap: 8.53 eV.

Entry from OMol25: a molecular structure, C8H12InO5 (ωB97M-V with the def2-TZVPD basis set).

The geometry in ORCA input format:
```
! wB97M-V def2-TZVPD RIJCOSX def2/J DEFGRID3
* xyz 4 2
O 4.88 0.47 -0.56
C 2.24 0.44 0.54
O 1.03 0.16 0.96
O 3.04 0.71 1.44
In 4.82 0.56 1.37
C 0.04 -0.47 0.20
C -1.04 -0.92 0.81
C -2.20 -1.50 0.06
C -3.25 -0.50 -0.36
O -3.88 0.07 0.87
C -5.10 0.04 1.05
O -5.66 0.32 2.13
H 0.18 -0.45 -0.88
H -1.10 -0.86 1.90
H 5.58 0.19 -1.17
H -2.68 -2.30 0.65
H -1.85 -1.97 -0.88
H -4.05 -0.95 -0.95
H -2.83 0.38 -0.87
H -6.64 0.27 2.10
C 3.85 1.26 -1.28
C 2.51 0.65 -0.96
H 3.89 2.32 -0.98
H 4.05 1.17 -2.35
H 2.44 -0.36 -1.41
H 1.72 1.27 -1.41
*
```

The calculation puts the HOMO energy (alpha / beta) at -0.8279 / -0.8630 hartree. As for the HOMO-LUMO gap (alpha / beta): 2.43 / 3.39 eV.

Entry from OMol25: a molecular structure, C8H12N (ωB97M-V with the def2-TZVPD basis set).

The geometry in ORCA input format:
```
! wB97M-V def2-TZVPD RIJCOSX def2/J DEFGRID3
* xyz 1 1
C 0.38 1.66 0.29
C 0.67 2.80 0.42
C -0.81 -0.48 -0.02
C -0.94 -1.62 0.65
C -0.78 -2.34 -0.70
C 1.02 4.18 0.63
C -0.97 -2.00 2.07
C 0.89 -0.68 -1.82
N -0.49 -1.04 -1.27
H -0.04 -3.07 -0.78
H -1.73 -2.77 -0.96
H 1.93 4.19 1.15
H 1.23 4.72 -0.34
H 0.10 4.78 1.11
H -0.50 -1.17 2.66
H -0.46 -2.88 2.23
H -2.01 -2.12 2.40
H 1.75 -1.39 -1.74
H 0.70 -0.34 -2.78
H 1.18 0.19 -1.24
H -1.13 -0.65 -1.93
*
```

The calculation puts the HOMO energy (alpha / beta) at -0.4894 / -0.4885 hartree. As for the HOMO-LUMO gap (alpha / beta): 7.43 / 7.40 eV.

Entry from OMol25: C8H12N2 in the gas phase (ωB97M-V with the def2-TZVPD basis set).

The geometry in ORCA input format:
```
! wB97M-V def2-TZVPD RIJCOSX def2/J DEFGRID3
* xyz 0 1
C 0.63 -1.21 -2.00
C 1.59 0.92 0.81
C 0.31 1.12 1.63
C 1.35 0.81 -0.74
C -1.00 0.59 0.92
C 0.39 -0.33 -0.96
C -0.77 -0.58 -0.02
C -1.96 -1.01 -0.86
N 0.85 -1.74 -2.98
N 0.00 -1.62 0.71
H 2.21 1.70 0.98
H 2.25 0.13 0.89
H 0.26 0.48 2.46
H 0.35 2.16 1.95
H 0.64 1.74 -0.98
H 2.38 0.81 -1.11
H -1.72 0.57 1.65
H -1.39 1.26 0.22
H -1.67 -1.67 -1.60
H -2.33 -0.09 -1.13
H -2.56 -1.54 -0.14
H 0.17 -2.51 0.28
*
```

The calculation puts the HOMO energy (alpha / beta) at -0.3247 / -0.3248 hartree. As for the HOMO-LUMO gap (alpha / beta): 7.98 / 7.98 eV.